Record 1
Formula: C40H73FIN2O15P
Source: OMol25
Level of theory: the ωB97M-V functional and the def2-TZVPD basis

For the LUMO energy, the calculation gives -0.40 eV. As for the structure (SMILES): C=Cc1cc2c(c(P(O)O)c1COCCC)C(=O)c1c(I)c(CCF)c(CON=O)c(CN)c1C2=O.CCO.CCO.CCO.CCO.CCO.CCO.CCO.CCO.

Last column: Mulliken charge in e.
Element x y z (Å)
1 H -2.821 -6.976 4.845  0.331
2 O -7.351 3.859 -0.622  -0.322
3 C -0.668 -0.293 2.477  0.022
4 H -0.071 -3.645 -1.004  0.298
5 H 3.088 1.618 2.593  0.099
6 H 7.273 5.705 -9.557  0.320
7 C 5.437 5.450 -8.447  -0.183
8 H 8.617 4.165 -0.314  0.317
9 C -4.716 -0.800 -0.456  0.660
10 C 0.759 -2.095 1.669  1.573
11 O -2.033 -3.377 1.909  -0.460
12 C 7.588 2.971 -1.790  -0.245
13 C 4.044 0.747 -0.496  0.811
14 O -9.242 -3.903 -1.784  -0.496
15 H -4.122 -9.294 1.257  0.330
16 N -6.523 3.624 0.154  0.207
17 H 6.657 6.396 -7.257  0.258
18 O 6.601 2.437 -0.916  -0.232
19 H -5.918 -0.308 -2.133  0.583
20 H -4.313 2.933 1.033  0.301
21 O -0.335 -3.826 -0.095  -0.282
22 H 9.265 2.539 -0.509  0.271
23 H 4.552 0.850 -1.448  0.299
24 H -5.351 3.184 2.976  0.264
25 C -6.898 -1.869 -1.096  0.195
26 H -1.513 4.616 -1.911  0.248
27 H 4.663 2.273 -3.956  0.301
28 H -6.657 0.871 -0.927  0.449
29 C -3.973 2.241 1.789  -1.213
30 O -3.702 -7.458 0.482  -0.484
31 H 7.173 3.826 -2.338  0.191
32 C -2.891 -1.340 1.037  0.745
33 H -2.989 2.509 2.145  0.783
34 H -9.258 -6.583 -1.483  0.308
35 H 6.367 3.113 -0.270  0.199
36 H -3.603 -6.553 0.799  0.212
37 C -2.027 0.260 2.678  -0.363
38 H -0.409 -6.277 3.283  0.311
39 H 9.599 3.776 -1.734  0.388
40 O -2.296 0.921 3.650  -0.612
41 H 2.643 1.934 0.627  0.174
42 H 3.024 4.389 -3.076  0.290
43 C 0.432 0.445 2.887  -1.197
44 O -0.267 -6.382 4.230  -0.544
45 O 4.132 -0.916 1.230  -0.176
46 H 4.740 1.107 0.258  -0.553
47 C 3.990 4.021 -3.421  0.134
48 C 7.158 3.121 3.509  -1.301
49 H 6.053 4.735 -10.394  0.328
50 F -6.675 -2.656 0.022  -0.314
51 C -9.946 -6.039 -0.835  -1.153
52 O -6.516 2.238 0.551  -0.214
53 C -3.949 0.866 1.161  0.561
54 H -2.990 4.854 -0.131  0.218
55 C -1.827 -2.231 1.616  -0.654
56 H -1.015 -5.664 5.969  0.357
57 C -4.820 0.480 0.129  0.480
58 N -4.947 2.260 2.899  -0.639
59 C 2.792 0.793 3.233  -0.478
60 H 1.914 1.146 -0.805  0.329
61 H -0.708 3.393 -0.918  0.212
62 H 0.281 1.409 3.348  0.634
63 O 6.000 1.953 1.711  -0.358
64 H -1.010 6.349 -0.163  0.406
65 C -0.446 5.415 -0.215  -1.078
66 H -2.821 -5.839 3.498  -0.023
67 H 3.723 4.639 -5.468  0.298
68 H -1.024 -4.507 4.628  0.037
69 H 7.033 4.077 2.999  0.279
70 C -5.622 -1.206 -1.604  -2.496
71 C -9.426 -4.639 -0.573  -0.076
72 O 2.144 -3.645 -0.155  -0.514
73 C 6.490 4.955 -9.420  -1.082
74 H 3.731 -1.825 2.959  0.349
75 H -6.143 -7.855 1.531  0.308
76 C 3.387 0.587 4.406  -1.008
77 C -2.638 -5.936 4.571  -0.716
78 H 5.401 4.388 -5.017  0.329
79 H -3.350 -5.302 5.102  0.376
80 C 4.444 4.768 -4.660  -1.221
81 H -7.598 -1.090 -0.790  0.285
82 C 8.844 3.389 -1.048  -1.182
83 H -10.916 -6.006 -1.336  0.360
84 H -7.402 -2.453 -1.859  0.309
85 C -5.326 -7.807 2.251  -0.976
86 C 2.801 1.636 -0.406  -1.074
87 H -3.201 -8.223 2.323  0.192
88 H -10.092 -3.843 -2.230  0.272
89 H 5.077 2.579 3.389  0.169
90 H 4.667 4.694 -8.298  0.274
91 H 0.478 5.602 -0.763  0.306
92 O 3.817 2.628 -3.667  -0.521
93 H -5.582 -8.423 3.115  0.326
94 H -0.195 5.125 0.806  0.257
95 H -8.451 -4.672 -0.091  0.232
96 H 4.957 6.354 -8.835  0.273
97 H 8.132 2.719 3.219  0.351
98 H 4.442 -1.331 -0.753  0.343
99 H 3.531 -0.431 4.749  0.251
100 H -10.112 -4.093 0.083  0.251
101 H -4.455 2.093 3.769  0.236
102 H 3.767 1.372 5.040  0.386
103 C -4.030 -8.268 1.610  -0.176
104 H 6.832 1.566 1.420  0.200
105 H -10.061 -6.594 0.097  0.325
106 H 7.814 2.185 -2.511  0.320
107 I -3.586 -3.600 -0.890  0.081
108 P 0.928 -3.805 0.937  0.015
109 H 6.160 1.206 3.631  0.336
110 H 2.760 -0.986 -0.339  -0.143
111 H 7.166 3.297 4.585  0.393
112 H -5.083 -1.828 -2.306  0.737
113 H 4.555 5.835 -4.460  0.332
114 O 5.981 5.718 -7.156  -0.461
115 H -5.239 -6.768 2.580  0.260
116 C 1.705 -0.079 2.708  1.298
117 C 3.305 -1.802 1.958  -1.454
118 H 2.006 -2.877 -0.726  0.355
119 C -1.209 -5.551 4.903  -0.116
120 C -0.523 -1.551 1.895  -0.045
121 H 4.716 4.155 -2.609  0.047
122 H -5.402 2.049 -1.194  0.388
123 C 6.045 2.164 3.117  -0.225
124 C -5.871 1.422 -0.431  -1.156
125 C -2.997 -0.059 1.600  0.461
126 C 1.877 -1.326 2.089  0.137
127 H 3.355 -2.819 1.585  0.564
128 C -3.751 -1.713 0.011  -0.256
129 O -2.467 4.046 -0.165  -0.383
130 C 3.792 -0.705 -0.135  -0.110
131 H 6.965 4.051 -9.037  0.294
132 H 2.963 2.528 -1.006  0.194
133 C -1.266 4.328 -0.883  -0.218

Record 2
Formula: C40H74F9NO14S
Source: OMol25
Level of theory: the ωB97M-V functional and the def2-TZVPD basis

The relative energy (zero: lowest compared OMol25 entry of this formula, charge and spin) comes out at 5.961 eV. For the LUMO energy, the calculation gives -1.05 eV. As for the structure (SMILES): CCCCCCC[C@H]1C(=O)N[C@H](CC(C)C)[C@@]1(CCCCC(F)(F)C(F)(F)S(F)(F)(F)(F)F)COCC.CCOC(=O)OC.CCOC(=O)OC.CCOC(=O)OC.CCOC(=O)OC.

Last column: Mulliken charge in e.
Element x y z (Å)
1 H 7.634 -9.368 -6.070  0.311
2 H -2.110 -1.250 1.604  -0.730
3 O -2.727 -4.108 2.170  -0.288
4 C -4.460 0.757 -3.358  -1.308
5 C -4.595 0.441 0.382  -0.437
6 O 2.583 -1.172 -6.076  -0.389
7 O -3.983 -5.934 1.687  -0.556
8 H 5.587 0.210 -6.751  0.368
9 H -2.752 -7.898 2.633  0.320
10 F 1.554 4.205 1.357  -0.268
11 H -1.032 6.898 11.163  0.222
12 C 1.802 -2.558 0.336  -0.199
13 H 4.821 -4.408 -5.586  -0.045
14 C 6.010 -10.362 -5.025  -1.092
15 C 1.729 3.494 7.817  -0.201
16 H -4.636 1.883 4.234  0.188
17 H 4.993 -5.437 -4.156  0.342
18 H -3.087 4.009 -3.739  0.327
19 H 0.881 2.831 7.625  0.291
20 H -4.090 3.548 6.468  0.376
21 H -5.514 2.353 2.156  0.463
22 O 1.715 -3.103 -5.599  -0.395
23 H 3.880 -0.035 -4.900  0.237
24 H -3.181 4.478 5.159  0.227
25 H -2.665 1.226 -0.316  -0.227
26 H 6.526 -11.316 -4.897  0.351
27 N -5.593 1.163 -0.420  -0.159
28 O 5.821 -8.409 -6.460  -0.368
29 H 3.683 -2.060 1.490  0.277
30 H -4.374 3.183 -4.839  0.346
31 C -1.849 -7.493 2.170  -0.167
32 H 0.860 -4.892 -5.102  0.279
33 H 4.942 -10.551 -5.165  0.289
34 C -3.303 1.361 0.611  0.884
35 O 0.194 5.681 10.073  -0.340
36 H -2.600 -7.552 0.140  0.311
37 H -0.811 -0.719 -1.263  0.200
38 H 6.496 -10.216 -7.108  0.288
39 H 1.122 2.665 -0.599  0.105
40 H 1.956 -4.249 -3.870  0.227
41 C 3.622 -0.193 -5.950  -0.115
42 C -0.427 0.106 0.783  1.051
43 H -3.115 4.551 -0.644  0.296
44 C 6.575 -9.602 -6.209  -0.160
45 C 1.803 -4.368 -4.944  -0.461
46 H 2.366 3.682 5.762  0.341
47 H -3.257 4.958 1.117  0.239
48 C -3.920 2.832 0.595  2.190
49 F 3.562 3.791 -1.068  -0.250
50 C 0.261 4.906 8.980  0.787
51 H 6.440 -4.887 -5.064  0.413
52 H -5.601 3.496 4.473  0.346
53 H -4.617 0.009 -2.512  0.189
54 O 1.471 4.332 8.951  -0.344
55 H 0.560 0.280 1.338  0.604
56 H -5.407 4.163 1.706  0.413
57 H -1.891 5.775 10.099  0.287
58 H -5.917 2.929 -2.513  0.524
59 H -1.675 -8.984 0.618  0.360
60 H 4.552 -0.775 -7.809  0.293
61 H -1.083 -0.414 2.860  0.321
62 C -4.900 3.027 -1.987  -1.414
63 H 3.829 -3.524 0.400  0.282
64 S 4.294 5.806 0.602  1.178
65 F 0.782 5.966 -0.008  -0.304
66 C 1.204 -1.448 -0.651  -0.455
67 F 3.146 6.573 1.511  -0.286
68 H -3.544 0.410 2.672  0.572
69 O 6.901 -7.364 -4.758  -0.551
70 H -1.128 4.785 -1.478  0.526
71 C -1.018 6.424 10.182  -0.623
72 F 2.886 5.837 -1.649  -0.260
73 H -4.609 4.121 -2.086  0.418
74 O 5.281 -6.360 -5.989  -0.349
75 H -4.749 -3.602 2.342  0.464
76 H 1.545 -3.622 -0.002  0.263
77 H 2.899 5.008 6.819  0.307
78 C 5.402 -5.215 -5.143  -0.484
79 C -3.845 -3.291 1.815  -0.366
80 O -1.803 -6.068 2.310  -0.373
81 H -2.598 2.518 -4.659  0.359
82 H -0.856 -2.046 0.049  0.146
83 H 1.806 -0.483 -0.677  0.288
84 C 2.077 4.324 6.596  -1.053
85 H 2.607 -4.961 -5.384  0.176
86 H -1.180 2.971 -1.443  -0.315
87 H 1.391 -2.425 1.396  0.221
88 C -1.573 -0.273 1.834  -0.351
89 H -0.851 -7.450 0.256  0.266
90 C -1.412 3.827 0.581  -0.038
91 H 1.180 -1.923 -1.689  0.060
92 O 3.661 -2.510 -4.593  -0.565
93 O -3.978 3.482 3.061  -0.161
94 C 1.580 4.792 0.073  0.917
95 C -3.874 2.146 -2.836  1.701
96 H -2.885 1.930 -2.323  -0.793
97 F 4.390 4.499 1.607  -0.264
98 H -2.253 1.701 2.629  0.233
99 H -6.021 3.162 -0.114  0.535
100 H -2.675 2.754 5.469  0.228
101 O -0.610 4.772 8.157  -0.553
102 H -1.150 2.893 1.165  0.057
103 H 5.293 -1.498 -6.392  0.253
104 C 3.042 4.987 -0.528  0.664
105 H -1.046 7.205 9.418  0.288
106 C 3.401 -2.473 0.457  -1.042
107 C -2.946 -5.423 2.029  0.672
108 H -3.735 0.254 -4.086  0.357
109 C 4.836 -0.582 -6.772  -1.061
110 C 0.836 3.730 -0.893  -1.150
111 H 3.214 0.747 -6.326  0.340
112 H -0.996 -7.889 2.725  0.297
113 F 5.524 5.206 -0.379  -0.316
114 H -0.998 4.705 1.194  0.597
115 C 6.090 -7.376 -5.650  0.730
116 H -4.001 -3.321 0.735  0.353
117 C -1.737 -7.898 0.713  -1.090
118 H 1.176 3.906 -1.975  0.475
119 H 2.578 2.862 8.082  0.296
120 H 3.869 -1.828 -0.353  0.256
121 C -4.588 3.023 4.284  -0.128
122 C -0.751 3.881 -0.884  -0.033
123 F 5.459 6.530 1.541  -0.287
124 F 4.327 7.180 -0.372  -0.305
125 C -3.572 3.447 5.467  -1.058
126 C 2.742 -2.280 -5.341  0.823
127 C -2.978 4.103 0.405  -1.418
128 H -6.553 1.135 -0.039  0.413
129 H -0.626 1.062 0.198  -1.114
130 C -5.102 2.569 -0.472  -0.690
131 H -3.617 -2.267 2.102  -0.163
132 C -3.490 3.015 -4.153  -1.473
133 O -4.792 -0.730 0.768  -0.611
134 H 6.114 -9.789 -4.102  0.311
135 C -2.707 0.841 2.020  -0.483
136 C -4.795 3.210 1.906  -1.743
137 H 1.230 4.936 6.281  0.293
138 C -0.329 -1.090 -0.289  -0.596
139 H -5.453 0.868 -3.921  0.321

Record 3
Formula: C40H74MgO26S7
Source: OMol25
Level of theory: the ωB97M-V functional and the def2-TZVPD basis

The relative energy (zero: lowest compared OMol25 entry of this formula, charge and spin) comes out at 4.208 eV. For the LUMO energy, the calculation gives -0.81 eV.

Last column: Mulliken charge in e.
Element x y z (Å)
1 H -0.016 4.256 -1.945  0.234
2 H 2.090 -4.379 2.766  0.011
3 C 6.996 -0.048 2.449  0.508
4 C 4.979 -0.964 2.145  0.506
5 C 0.778 3.770 -1.378  -0.382
6 C -0.549 0.359 0.999  -0.259
7 C 2.404 -3.506 4.775  0.875
8 H 4.061 1.753 1.911  0.071
9 C -0.698 0.500 -0.564  0.959
10 O -4.408 1.495 -6.925  -0.594
11 H 5.295 3.886 -2.922  0.440
12 H 0.760 -4.493 3.760  0.282
13 H -4.393 3.338 -3.464  0.281
14 C 2.221 -2.194 -4.883  1.618
15 H 1.642 4.239 -1.849  0.440
16 H 2.432 -6.028 1.270  0.105
17 O -3.276 1.000 -4.956  -0.193
18 H 0.912 -2.251 3.923  -0.708
19 H -1.500 0.027 -4.362  -0.343
20 H -5.228 5.329 3.939  0.470
21 O 6.198 0.595 3.309  -0.454
22 C -2.902 -1.244 -5.423  0.386
23 H 1.944 -5.603 4.158  0.483
24 H 2.749 3.368 0.684  0.628
25 H -2.690 6.759 3.206  0.454
26 O -1.192 1.173 1.687  -0.585
27 C 0.021 -0.406 -1.388  0.550
28 H -0.196 -5.105 -1.135  0.299
29 C 1.729 -2.126 4.635  1.471
30 C 2.879 -5.869 0.289  -0.030
31 H -4.840 3.813 4.389  0.308
32 O -4.717 -2.163 2.272  -0.601
33 H -2.454 5.462 4.397  0.275
34 H -1.400 5.558 2.948  0.166
35 H 2.937 0.904 3.044  0.030
36 C 2.250 -0.808 -5.319  0.112
37 C 1.887 -5.546 -0.782  1.641
38 H 4.360 -2.454 -4.719  0.538
39 H -5.864 2.754 -1.082  -0.015
40 C 1.791 3.263 1.193  -0.687
41 H 4.514 -0.643 1.212  -0.005
42 S -3.610 4.610 2.302  0.564
43 O 3.099 -8.614 -1.825  -0.612
44 H 3.483 -3.432 4.644  0.210
45 S 4.232 2.209 -1.524  0.665
46 H -5.797 2.948 0.617  -0.172
47 O 2.018 -6.615 -1.620  -0.439
48 O -0.894 3.595 0.571  -0.825
49 C -2.576 -0.118 -4.451  0.774
50 H 1.345 -2.313 -4.245  -0.291
51 H -5.584 4.872 -2.121  0.319
52 O 2.016 -3.905 6.082  -0.388
53 H 3.963 2.223 3.587  0.507
54 H -0.963 -1.033 -6.442  0.335
55 H -5.937 3.980 3.006  0.325
56 H 2.402 -1.367 4.235  -0.530
57 S -3.100 4.528 -1.755  0.260
58 H 0.306 0.704 5.719  0.785
59 H 0.193 -4.530 0.494  0.005
60 H -1.040 -2.319 -5.179  0.292
61 O 1.142 -2.906 7.995  -0.594
62 H -2.421 -2.232 4.087  0.512
63 O 5.511 1.568 -1.024  -0.644
64 H 3.740 0.381 -3.216  0.654
65 C -3.817 0.773 -6.129  0.471
66 H -1.917 -1.498 2.576  -0.132
67 C 1.800 -2.193 -7.124  0.562
68 C 2.867 -7.538 -1.196  0.569
69 H 4.498 -1.846 2.569  -0.059
70 H 1.534 2.211 1.067  -0.064
71 C -2.138 -2.451 3.058  -0.362
72 H 3.547 3.673 -3.319  0.298
73 H 1.564 -0.165 -4.770  -0.047
74 H 4.965 2.508 -3.787  0.394
75 H -4.225 0.933 -2.228  0.064
76 H -1.585 2.725 6.794  0.456
77 O 8.210 0.200 2.339  -0.626
78 C -6.125 2.249 -0.152  -0.359
79 C -2.789 -2.686 0.407  0.173
80 O 6.402 -1.103 2.007  -0.357
81 H -2.429 3.595 5.670  0.240
82 H 0.566 -0.752 2.593  -1.252
83 C -3.384 3.749 -3.442  -0.689
84 H 0.908 0.873 4.133  -0.554
85 H 3.339 -3.592 -3.819  0.229
86 O 2.145 -2.963 -6.115  -0.441
87 O -2.997 3.261 2.036  -0.665
88 H -1.790 -3.118 0.363  -0.168
89 H 0.775 2.695 -1.557  -0.175
90 C -4.836 0.246 -1.644  -0.790
91 C -0.009 0.983 4.713  -0.358
92 H 0.054 -6.216 0.112  0.496
93 C 1.846 -4.574 3.810  -1.206
94 O 1.706 -0.934 -6.605  -0.470
95 H -4.348 -0.728 -1.695  0.242
96 S -0.507 2.750 4.630  0.956
97 O 1.341 -1.818 5.935  -0.356
98 C 0.423 -0.659 1.527  2.136
99 H -2.835 -1.597 0.365  -0.498
100 C -1.949 2.622 5.772  -1.149
101 S -5.120 0.691 0.177  0.316
102 C -1.578 -1.800 -5.972  -1.416
103 H 2.174 -4.584 -1.209  -0.494
104 H -4.550 6.316 -2.307  0.446
105 Mg -2.247 2.271 0.563  0.968
106 H 4.737 -0.237 4.228  0.364
107 H -3.260 4.539 -4.182  0.563
108 C 1.110 -1.420 0.622  0.484
109 H -2.988 -0.494 -3.515  -0.185
110 O -3.103 3.518 -0.633  -0.104
111 C -5.028 4.366 3.469  -1.122
112 C 3.457 -2.550 -4.115  -1.627
113 H 1.744 3.574 2.237  0.380
114 H -0.258 -0.451 -2.430  -0.391
115 C 4.483 3.173 -3.070  -1.244
116 S 0.432 4.298 0.338  0.010
117 C -4.742 5.427 -1.707  -1.071
118 O -3.805 1.207 0.695  -0.651
119 S -3.545 -3.135 2.055  0.273
120 O 1.287 -2.239 -1.724  -0.760
121 H -5.783 0.198 -2.180  0.586
122 O -3.673 -0.581 -6.429  -0.418
123 C 0.442 -5.270 -0.267  -1.367
124 H -4.929 5.635 -0.654  0.299
125 O -1.455 1.373 -0.941  0.030
126 H 3.210 -0.299 -5.410  0.235
127 H -1.754 -2.619 -6.670  0.508
128 C -2.406 5.715 3.337  -0.916
129 H -3.494 -1.990 -4.892  0.336
130 H -0.797 0.315 4.366  0.048
131 C 3.918 1.363 2.919  -0.725
132 H 3.626 -1.852 -3.295  0.233
133 O 1.606 -2.532 -8.257  -0.569
134 H -1.122 -2.825 2.937  0.049
135 C 3.247 0.865 -2.373  -0.437
136 H -3.449 -2.962 -0.415  0.619
137 H 3.715 -5.173 0.362  0.259
138 C 0.881 -1.347 -0.870  -0.308
139 H 2.992 0.091 -1.650  -0.369
140 H -7.198 2.077 -0.071  0.555
141 H -2.525 3.088 -3.558  0.019
142 O 1.969 -2.200 1.115  -0.902
143 C 1.480 -2.884 6.791  0.496
144 H -2.641 1.790 5.634  0.302
145 O 0.589 3.586 5.322  -0.726
146 H 2.330 1.347 -2.712  0.147
147 O 3.305 -7.168 0.023  -0.400
148 C 4.869 0.172 3.227  0.166